{"formula": "C10H6F5NO5Pt", "method": "the ωB97M-V functional and the def2-TZVPD basis", "elements": ["C", "C", "O", "N", "C", "C", "O", "C", "C", "C", "F", "F", "C", "F", "F", "F", "C", "O", "O", "C", "O", "H", "H", "H", "H", "H", "H", "Pt"], "xyz": [[-0.943, -0.150, 2.751], [-1.270, 0.276, 1.319], [-2.298, 0.939, 1.138], [-0.420, -0.135, 0.256], [-1.343, -0.865, -0.742], [-1.695, -2.354, -0.548], [-1.799, -0.273, -1.628], [0.124, 0.980, -0.465], [1.278, 1.020, -1.113], [2.374, -0.037, -1.268], [3.554, 0.591, -1.219], [2.336, -0.619, -2.464], [2.422, -1.113, -0.122], [2.167, -0.583, 1.074], [3.668, -1.540, -0.059], [1.674, -2.172, -0.383], [1.452, 2.395, -1.793], [2.352, 2.907, -2.251], [0.150, 2.940, -1.772], [-0.460, 2.384, -0.689], [-1.250, 2.993, -0.081], [-0.496, 0.675, 3.334], [-1.897, -0.458, 3.238], [-0.304, -1.049, 2.750], [-1.797, -2.546, 0.539], [-0.928, -2.985, -1.021], [-2.678, -2.494, -1.022], [-3.971, 1.274, 2.243]], "nbo_charge": [-0.739, 0.846, -0.487, -0.501, 0.701, -0.705, -0.423, 0.049, -0.069, 0.596, -0.270, -0.271, 0.921, -0.315, -0.273, -0.301, 0.774, -0.353, -0.447, 0.772, -0.428, 0.320, 0.241, 0.313, 0.223, 0.302, 0.278, 1.244], "homo_ha": -0.644, "e_tot_ha": -1433.30982, "total_charge": 2, "largest_force_ev_per_a": 4.4}

***

{"formula": "C15H52O11", "method": "the ωB97M-V functional and the def2-TZVPD basis", "elements": ["C", "C", "C", "O", "H", "H", "H", "H", "H", "H", "H", "H", "C", "C", "O", "H", "H", "H", "H", "H", "H", "C", "C", "O", "H", "H", "H", "H", "H", "H", "C", "C", "O", "H", "H", "H", "H", "H", "H", "C", "C", "O", "H", "H", "H", "H", "H", "H", "C", "C", "O", "H", "H", "H", "H", "H", "H", "C", "C", "O", "H", "H", "H", "H", "H", "H", "O", "H", "H", "O", "H", "H", "O", "H", "H", "O", "H", "H"], "xyz": [[3.617, -0.702, -0.017], [4.625, 0.063, 0.835], [5.653, -0.928, 1.418], [5.293, 1.016, 0.010], [3.056, -0.047, -0.690], [2.843, -1.205, 0.576], [4.041, -1.499, -0.634], [4.099, 0.506, 1.678], [5.904, -1.682, 0.670], [5.332, -1.332, 2.373], [6.592, -0.386, 1.573], [6.046, 0.589, -0.408], [-3.683, -2.306, 1.024], [-4.939, -1.572, 1.448], [-4.683, -0.885, 2.679], [-3.834, -2.980, 0.180], [-3.279, -2.849, 1.881], [-2.906, -1.579, 0.772], [-5.774, -2.262, 1.618], [-5.321, -0.914, 0.663], [-5.199, -1.317, 3.362], [4.247, 4.331, -1.961], [3.181, 3.497, -1.287], [3.477, 3.136, 0.050], [5.144, 3.746, -2.183], [4.582, 5.156, -1.329], [3.865, 4.749, -2.894], [2.966, 2.589, -1.876], [2.206, 3.992, -1.361], [4.136, 2.431, -0.065], [-0.567, 0.543, 0.325], [0.243, 1.835, 0.265], [-0.532, 2.869, -0.328], [-1.424, 0.680, 0.989], [0.072, -0.254, 0.713], [-0.943, 0.260, -0.659], [1.116, 1.618, -0.362], [0.616, 2.101, 1.251], [-0.628, 2.718, -1.281], [-0.709, -3.275, 3.807], [0.047, -2.838, 2.569], [0.737, -3.940, 1.988], [-0.072, -3.465, 4.671], [-1.297, -4.178, 3.627], [-1.453, -2.520, 4.077], [0.723, -2.029, 2.860], [-0.659, -2.467, 1.819], [1.665, -3.731, 1.866], [-2.955, -0.488, -2.742], [-3.491, -0.312, -4.142], [-2.776, -1.163, -5.046], [-1.868, -0.454, -2.703], [-3.320, -1.391, -2.248], [-3.375, 0.307, -2.114], [-3.412, 0.734, -4.452], [-4.553, -0.580, -4.120], [-2.675, -0.670, -5.865], [-0.435, -3.081, -1.109], [-1.196, -4.382, -0.918], [-2.390, -4.397, -1.705], [-0.217, -3.008, -2.179], [0.467, -2.982, -0.510], [-1.103, -2.259, -0.841], [-1.551, -4.486, 0.106], [-0.593, -5.241, -1.227], [-2.185, -4.198, -2.624], [0.158, 3.092, 3.888], [0.943, 3.632, 3.743], [0.476, 2.284, 4.302], [-2.662, 3.552, 1.409], [-3.439, 3.655, 0.851], [-1.953, 3.260, 0.801], [-1.150, 2.622, -3.023], [-0.995, 2.300, -3.917], [-2.021, 3.035, -3.054], [0.128, 5.059, 1.418], [0.024, 4.383, 0.729], [-0.102, 5.887, 0.989]], "lowdin_charge": [-0.057, -0.454, -0.050, -0.063, 0.069, 0.070, 0.078, 0.141, 0.077, 0.080, 0.081, 0.104, -0.086, -0.311, -0.078, 0.070, 0.068, 0.058, 0.109, 0.105, 0.075, -0.088, -0.349, -0.082, 0.069, 0.077, 0.071, 0.105, 0.105, 0.031, -0.064, -0.274, -0.124, 0.083, 0.059, 0.053, 0.095, 0.113, 0.049, -0.089, -0.323, -0.083, 0.072, 0.076, 0.075, 0.111, 0.080, 0.075, -0.101, -0.316, -0.078, 0.062, 0.067, 0.079, 0.100, 0.111, 0.074, -0.084, -0.304, -0.098, 0.079, 0.059, 0.044, 0.102, 0.111, 0.077, -0.056, 0.030, 0.026, -0.069, 0.022, -0.011, -0.031, 0.061, 0.066, -0.058, -0.008, 0.033], "homo_ha": -0.362, "e_tot_ha": -1430.24397, "largest_force_ev_per_a": 2.0, "smiles": "CC(C)O.CCO.CCO.CCO.CCO.CCO.CCO.O.O.O.O"}

***

{"formula": "C23H56F8FeN2O15S4", "method": "the ωB97M-V functional and the def2-TZVPD basis", "elements": ["Fe", "N", "S", "O", "O", "F", "S", "O", "O", "F", "C", "F", "F", "F", "S", "O", "O", "N", "S", "O", "O", "C", "F", "F", "F", "C", "C", "C", "O", "H", "H", "H", "H", "H", "H", "H", "H", "C", "C", "C", "O", "H", "H", "H", "H", "H", "H", "H", "H", "C", "C", "C", "O", "H", "H", "H", "H", "H", "H", "H", "H", "C", "C", "C", "O", "H", "H", "H", "H", "H", "H", "H", "H", "C", "C", "C", "O", "H", "H", "H", "H", "H", "H", "H", "H", "C", "C", "C", "O", "H", "H", "H", "H", "H", "H", "H", "H", "C", "C", "C", "O", "H", "H", "H", "H", "H", "H", "H", "H"], "xyz": [[-1.873, 2.256, -0.143], [-1.321, 0.395, -0.590], [-1.954, -1.079, -0.375], [-1.701, -1.591, 0.914], [-2.002, -1.895, -1.524], [-3.463, -0.609, -0.279], [0.199, 0.007, -1.176], [0.254, -0.039, -2.586], [0.917, -0.911, -0.409], [0.813, 1.432, -0.809], [-5.414, 1.468, 1.921], [-6.044, 2.363, 1.151], [-6.076, 1.301, 3.065], [-5.313, 0.317, 1.260], [-3.691, 2.058, 2.358], [-3.750, 2.680, 3.626], [-2.826, 0.939, 2.218], [-3.273, 3.057, 1.087], [-3.715, 4.592, 1.456], [-4.960, 4.663, 2.140], [-2.624, 5.352, 1.950], [-4.095, 5.316, -0.198], [-4.605, 6.518, -0.023], [-2.985, 5.412, -0.955], [-4.984, 4.555, -0.846], [1.506, 4.328, -1.739], [0.535, 4.443, -0.574], [0.236, 5.865, -0.167], [-0.740, 3.788, -0.967], [2.498, 4.661, -1.421], [1.237, 5.031, -2.534], [1.584, 3.300, -2.076], [0.902, 3.859, 0.269], [1.145, 6.291, 0.264], [-0.550, 5.893, 0.587], [-0.052, 6.488, -1.016], [-1.092, 4.297, -1.707], [1.046, -2.476, 2.810], [0.557, -1.243, 3.564], [1.651, -0.633, 4.408], [0.116, -0.216, 2.679], [1.986, -2.310, 2.273], [0.297, -2.792, 2.079], [1.241, -3.308, 3.492], [-0.271, -1.595, 4.197], [1.292, 0.202, 5.009], [2.459, -0.285, 3.760], [2.082, -1.378, 5.084], [-0.428, -0.619, 1.991], [-2.407, -4.302, 3.408], [-3.919, -4.313, 3.258], [-4.349, -4.250, 1.798], [-4.401, -5.523, 3.880], [-2.159, -4.415, 4.464], [-1.994, -3.348, 3.072], [-1.928, -5.082, 2.814], [-4.320, -3.447, 3.802], [-3.913, -5.101, 1.274], [-4.054, -3.301, 1.349], [-5.438, -4.311, 1.720], [-5.333, -5.408, 4.086], [4.369, 1.799, -2.199], [5.091, 1.321, -3.449], [6.357, 2.141, -3.691], [5.499, -0.048, -3.257], [3.511, 1.155, -1.993], [3.969, 2.808, -2.335], [5.061, 1.846, -1.358], [4.466, 1.325, -4.344], [7.111, 1.873, -2.951], [6.181, 3.219, -3.650], [6.777, 1.918, -4.674], [5.334, -0.277, -2.331], [6.865, -1.119, 1.087], [5.444, -1.504, 0.707], [4.429, -0.528, 1.214], [5.316, -1.470, -0.739], [7.040, -0.053, 0.947], [7.575, -1.649, 0.449], [7.082, -1.405, 2.119], [5.205, -2.508, 1.070], [4.308, -0.596, 2.298], [3.451, -0.640, 0.746], [4.745, 0.498, 0.993], [5.656, -2.300, -1.086], [-2.835, 0.999, -3.941], [-2.337, 2.221, -3.232], [-2.525, 3.508, -4.027], [-3.062, 2.353, -1.958], [-3.875, 1.081, -4.261], [-2.762, 0.143, -3.261], [-2.201, 0.705, -4.778], [-1.281, 2.104, -2.993], [-2.321, 4.381, -3.398], [-3.558, 3.631, -4.358], [-1.837, 3.540, -4.871], [-4.002, 2.313, -2.169], [-0.212, -4.544, -1.050], [0.271, -5.973, -1.144], [0.459, -6.604, 0.244], [-0.690, -6.683, -1.912], [0.466, -3.950, -0.426], [-1.197, -4.449, -0.592], [-0.199, -4.063, -2.029], [1.265, -5.951, -1.617], [-0.511, -6.872, 0.667], [0.965, -5.904, 0.907], [1.043, -7.524, 0.162], [-0.443, -7.611, -1.957]], "lowdin_spin": [3.720, 0.051, 0.009, 0.004, 0.005, 0.002, 0.008, 0.004, 0.005, 0.006, 0.001, 0.000, 0.000, 0.000, 0.008, 0.006, 0.016, 0.046, 0.007, 0.005, 0.002, 0.000, 0.000, 0.001, 0.000, 0.001, 0.003, 0.001, 0.042, 0.000, 0.000, 0.000, 0.000, 0.000, 0.000, 0.000, 0.001, 0.000, 0.000, 0.000, 0.000, 0.000, 0.000, 0.000, 0.000, 0.000, 0.000, 0.000, 0.000, 0.000, 0.000, 0.000, 0.000, 0.000, 0.000, 0.000, 0.000, 0.000, 0.000, 0.000, 0.000, 0.000, 0.000, 0.000, 0.000, 0.000, 0.000, 0.000, 0.000, 0.000, 0.000, 0.000, 0.000, 0.000, 0.000, 0.000, 0.000, 0.000, 0.000, 0.000, 0.000, 0.000, 0.000, 0.000, 0.000, 0.001, 0.002, 0.001, 0.037, 0.000, 0.000, 0.000, 0.000, 0.000, 0.000, 0.000, 0.002, 0.000, 0.000, 0.000, 0.000, 0.000, 0.000, 0.000, 0.000, 0.000, 0.000, 0.000, 0.000], "homo_ha": [-0.355, -0.355], "e_tot_ha": -5803.41971, "largest_force_ev_per_a": 4.0, "s_squared": 6.007, "multiplicity": 5}